Entry 1:
18
Properties=species:S:1:pos:R:3:forces:R:3:nbo_charge:R:1 method="wB97M-V/def2-TZVPD" total_energy_ev=-10820.8477 spin_multiplicity=1 charge=+1 lumo_ev=-4.0 gap_ev=10.26
C -2.05076 -1.19034 0.49443 -0.478 -0.135 0.210 0.01
C 2.01076 0.28360 0.82837 -0.058 0.338 0.040 0.57
C 0.49820 1.86912 -0.23578 -0.345 0.642 0.099 -0.42
C 0.66323 -0.42721 -1.01615 0.628 -0.216 -0.079 0.46
N -0.81957 -1.31711 0.70362 0.259 0.093 0.015 -0.67
N 1.08902 0.54462 -0.19670 0.276 -0.361 -0.247 -0.44
N 1.29779 -1.55551 -1.17229 0.216 -0.019 0.035 -0.69
O 2.57899 -0.75844 0.96942 0.136 -0.300 0.048 -0.52
H -2.84922 -1.65616 1.06873 0.043 -0.095 0.113 0.18
H -2.36862 -0.56064 -0.32899 -0.128 0.124 -0.165 0.16
H 2.13886 1.14627 1.49370 0.047 0.014 0.008 0.16
H -0.15794 1.96869 -1.10044 0.098 -0.062 0.088 0.23
H -0.07617 2.06520 0.67178 -0.011 -0.062 -0.092 0.23
H 1.28941 2.61495 -0.31823 -0.078 -0.040 -0.051 0.24
H -0.15174 -0.18245 -1.68927 0.029 -0.080 0.121 0.23
H -0.55164 -1.91627 1.48173 -0.336 -0.096 0.108 0.37
H 0.94993 -2.26709 -1.79787 -0.087 0.161 0.002 0.43
H 2.04334 -1.79084 -0.51126 -0.210 0.095 -0.255 0.46

Entry 2:
66
Properties=species:S:1:pos:R:3:forces:R:3:nbo_charge:R:1 method="wB97M-V/def2-TZVPD" total_energy_ev=-122605.6479 spin_multiplicity=1 charge=-2 lumo_ev=4.1 gap_ev=6.47
Ca -0.05849 0.29069 1.36957 -0.619 0.214 -1.533 1.75
F 4.62094 -0.01303 3.47968 -0.186 0.008 0.228 -0.32
C 3.54611 0.04596 4.28032 0.060 -0.191 0.386 0.73
F 3.83213 0.83601 5.32370 0.080 -0.239 -0.208 -0.32
F 3.28494 -1.18448 4.72762 0.080 0.279 -0.044 -0.31
S 2.16457 0.74875 3.31325 -0.506 0.194 -0.594 2.19
O 1.95950 -0.27883 2.26073 0.443 0.999 1.693 -0.99
O 2.64787 2.01229 2.81452 0.100 -0.335 0.154 -0.92
N 1.05239 0.89170 4.44117 -0.289 -0.008 -0.677 -1.18
S -0.15554 1.94856 4.18584 1.240 0.261 -0.872 2.20
O -0.39275 2.12419 2.73796 -0.342 -0.062 1.777 -0.99
O 0.06085 3.15060 4.93967 0.069 0.000 -0.077 -0.93
C -1.69964 1.34939 5.14079 0.364 -0.152 -0.241 0.80
F -1.23955 0.89276 6.31743 -0.254 0.078 -0.227 -0.32
F -2.38924 2.48433 5.35668 0.005 -0.374 0.044 -0.32
F -2.50143 0.47417 4.59683 0.060 0.401 0.350 -0.26
C 4.99863 1.04991 -5.03080 0.010 0.031 -0.013 -0.25
C 4.54827 2.11221 -4.25275 -0.011 -0.038 0.023 -0.21
C 3.72966 1.87633 -3.16017 -0.006 -0.027 -0.034 -0.24
C 3.32353 0.58023 -2.82621 -0.027 -0.021 0.011 -0.20
C 3.78620 -0.47258 -3.61007 0.078 0.003 -0.100 -0.25
C 4.61916 -0.24175 -4.70297 -0.075 -0.005 0.123 -0.22
P 2.21846 0.39042 -1.35802 -0.089 0.100 -0.020 0.79
C 2.04463 -1.43545 -1.31096 -0.034 -0.063 -0.042 -0.25
C 2.96838 -2.16098 -0.55984 0.048 0.002 0.018 -0.22
C 2.89142 -3.54386 -0.47629 -0.047 0.039 -0.033 -0.23
C 1.87247 -4.21847 -1.13750 0.013 0.029 -0.004 -0.22
C 0.93467 -3.50434 -1.86964 0.046 0.000 0.002 -0.20
C 1.01788 -2.12204 -1.95165 -0.040 0.026 0.008 -0.21
C 0.59877 0.96834 -1.99506 0.152 0.103 -0.031 -0.41
C 0.34793 1.11253 -3.36483 -0.093 0.016 0.015 -0.24
C -0.87786 1.60498 -3.78865 0.009 -0.008 0.084 -0.27
C -1.83045 1.94351 -2.82993 0.076 -0.011 -0.043 -0.26
C -1.56061 1.76804 -1.47822 -0.009 -0.033 0.064 -0.19
C -0.33559 1.27337 -0.97932 0.111 0.056 -0.289 -0.48
H 5.63998 1.23096 -5.88554 0.006 0.009 0.004 0.19
H 4.83905 3.12759 -4.49538 0.007 0.000 -0.016 0.20
H 3.38387 2.70950 -2.55825 -0.012 -0.009 0.018 0.22
H 3.48674 -1.48506 -3.37020 -0.004 -0.012 -0.008 0.22
H 4.96202 -1.07992 -5.29850 0.009 0.004 -0.015 0.20
H 3.74327 -1.62848 -0.01863 -0.013 0.001 0.020 0.21
H 3.60644 -4.08799 0.12881 0.003 -0.014 -0.005 0.20
H 1.78918 -5.29576 -1.05578 0.009 -0.004 0.010 0.20
H 0.11814 -4.02277 -2.35647 -0.025 0.010 0.023 0.20
H 0.25829 -1.56028 -2.48010 -0.011 -0.023 -0.015 0.23
H 1.09771 0.84365 -4.10294 0.017 0.005 0.010 0.19
H -1.08604 1.72302 -4.84699 -0.002 0.007 -0.007 0.18
H -2.79117 2.34503 -3.14119 -0.004 -0.006 -0.013 0.18
H -2.34878 2.03540 -0.77696 0.018 -0.035 0.008 0.19
O -1.57695 -2.82688 3.58666 -0.054 -0.101 0.069 -0.69
C -1.41655 -1.89856 2.80670 -0.112 0.208 -0.257 0.69
O -1.00569 -0.70990 3.07567 0.025 -0.654 0.179 -0.92
C -1.72913 -2.03725 1.27713 0.398 -0.020 0.273 0.68
O -2.84496 -2.43489 0.91676 -0.324 -0.099 -0.124 -0.76
O -0.79023 -1.62491 0.51805 -0.428 -0.444 0.013 -0.86
C -7.50510 0.34638 0.72185 -0.109 0.065 -0.043 -0.42
N -6.35854 1.22540 0.76808 0.162 0.074 0.077 -0.63
C -5.08870 0.75027 1.02611 0.080 -0.089 0.106 0.30
N -4.88016 -0.52337 0.70482 0.007 0.010 0.176 -0.78
S -3.92544 1.75327 1.70602 -0.233 -0.088 -0.182 -0.31
H -8.40232 0.94577 0.57130 0.017 0.023 0.041 0.20
H -7.62742 -0.24609 1.63548 0.017 -0.017 0.014 0.19
H -7.44924 -0.33945 -0.12521 0.023 0.014 -0.040 0.19
H -6.48719 2.12809 1.19526 -0.055 -0.004 -0.030 0.40
H -5.62264 -1.09102 0.33973 0.016 -0.023 -0.047 0.37
H -4.01666 -1.02520 0.93082 0.157 -0.061 -0.137 0.47

Entry 3:
105
Properties=species:S:1:pos:R:3:forces:R:3:lowdin_charge:R:1 method="wB97M-V/def2-TZVPD" total_energy_ev=-211437.3064 spin_multiplicity=2 charge=-1 lumo_ev="1.9 / 1.9" gap_ev="5.98 / 6.04"
Na -1.10659 -0.62488 -0.42200 0.032 -0.237 -0.145 0.06
F -3.82779 -1.59360 4.78425 -0.013 0.009 0.003 0.03
C -3.93902 -1.17470 3.49362 0.038 -0.039 0.031 -0.29
C -2.83593 -1.19826 2.66753 -0.022 -0.107 0.039 -0.12
C -2.89342 -0.76993 1.33542 -0.085 0.036 -0.083 -0.07
C -4.15228 -0.29479 0.89067 -0.101 0.000 0.045 -0.19
C -5.24725 -0.31492 1.75417 -0.046 0.015 -0.026 -0.24
F -6.49464 0.07275 1.33945 0.026 -0.006 -0.028 0.02
C -5.17862 -0.74194 3.06551 0.031 0.027 -0.018 0.03
C -4.28572 0.23949 -0.49777 0.060 0.003 0.025 -0.21
C -5.20855 1.23465 -0.84529 0.027 -0.027 0.058 -0.02
C -5.29420 1.66739 -2.15391 -0.005 0.008 -0.041 -0.07
C -4.47550 1.08965 -3.11170 0.013 0.014 0.024 -0.08
C -3.56550 0.14077 -2.67884 0.011 0.047 -0.044 -0.17
N -3.44117 -0.25348 -1.41398 -0.119 -0.090 -0.098 0.11
H -1.90739 -1.55881 3.09930 0.009 -0.038 -0.045 0.06
H -6.05098 -0.75812 3.70208 -0.007 -0.002 -0.005 0.12
H -5.84508 1.66602 -0.08971 -0.013 0.009 0.024 0.10
H -5.99754 2.44668 -2.42237 -0.004 -0.007 -0.005 0.10
H -4.51056 1.37720 -4.15408 -0.007 0.000 0.001 0.10
H -2.87754 -0.31418 -3.38047 -0.011 -0.003 -0.002 0.05
S 1.62022 -1.11272 -1.31412 -0.058 -0.045 -0.077 0.52
C 2.35930 -0.82915 -2.87194 0.005 -0.025 0.036 -0.73
C 3.67346 -1.24746 -3.14187 0.016 -0.006 0.009 -0.13
C 4.27842 -0.98912 -4.35791 0.015 -0.016 0.010 -0.11
C 3.59598 -0.30777 -5.36025 -0.035 0.028 -0.039 -0.12
C 2.29699 0.11705 -5.11885 0.036 -0.032 -0.019 -0.12
C 1.68719 -0.13197 -3.89509 -0.040 -0.006 0.024 -0.44
As -0.12599 0.37969 -3.45575 -0.057 0.057 -0.005 1.31
C -0.68819 1.17250 -5.17474 0.046 -0.005 0.006 -0.39
C -0.33552 2.45077 -5.60283 -0.003 0.015 0.025 -0.11
C -0.78678 2.94144 -6.81958 -0.002 0.012 -0.015 -0.09
C -1.59996 2.16007 -7.63051 -0.001 0.015 -0.025 -0.11
C -1.96213 0.88762 -7.21566 -0.003 -0.019 0.018 -0.10
C -1.50988 0.40351 -5.99385 -0.010 -0.018 -0.042 -0.13
C 0.19607 2.07735 -2.53536 -0.038 -0.121 -0.005 -0.40
C -0.90131 2.89451 -2.27703 -0.009 0.033 0.000 -0.13
C -0.74316 4.08886 -1.59084 -0.023 -0.006 0.041 -0.10
C 0.51546 4.46784 -1.14276 -0.033 0.025 0.035 -0.11
C 1.60766 3.65008 -1.38743 0.066 -0.019 0.024 -0.09
C 1.45101 2.45726 -2.08125 -0.008 0.005 0.007 -0.10
H 4.21257 -1.77924 -2.36768 0.008 0.001 0.005 0.08
H 5.29590 -1.32418 -4.52700 -0.002 -0.002 -0.006 0.09
H 4.06728 -0.10798 -6.31469 0.005 0.000 0.004 0.09
H 1.75543 0.64793 -5.89311 0.004 0.009 0.002 0.09
H 0.29443 3.07037 -4.97494 0.004 -0.010 -0.009 0.10
H -0.50228 3.93791 -7.13615 0.002 -0.003 -0.007 0.10
H -1.94850 2.54235 -8.58220 -0.010 0.006 0.006 0.09
H -2.59959 0.27132 -7.83813 0.005 0.003 -0.010 0.10
H -1.79972 -0.59386 -5.67738 0.010 0.004 0.011 0.09
H -1.89151 2.59931 -2.61110 0.005 -0.015 -0.007 0.09
H -1.60690 4.71127 -1.38718 0.014 0.012 -0.007 0.10
H 0.63982 5.38770 -0.58488 -0.003 0.006 -0.002 0.09
H 2.58780 3.93012 -1.02008 -0.002 0.006 -0.008 0.10
H 2.30261 1.81022 -2.25245 0.005 0.008 0.001 0.09
N -2.83760 2.21883 2.35818 0.013 -0.029 -0.030 0.21
C -1.91710 3.16680 2.57395 0.192 0.302 -0.025 -0.51
N -2.23308 4.15793 3.45930 -0.047 -0.013 0.016 0.15
N -0.73456 3.24281 1.99783 -0.145 -0.339 -0.028 0.12
C -0.44259 2.16705 1.26959 -0.149 0.021 0.147 -0.32
N -0.25337 1.18662 0.68501 0.231 0.523 0.076 0.19
H -3.59487 2.09321 3.00842 -0.007 -0.009 0.018 0.12
H -2.60285 1.39250 1.81020 0.055 -0.011 0.012 0.06
H -3.20482 4.36100 3.61545 -0.001 0.003 -0.016 0.09
H -1.61227 4.94885 3.43347 0.021 -0.017 0.012 0.10
C 4.31173 -2.89992 0.49939 0.058 0.037 0.020 -0.24
Si 3.73483 -1.50950 1.62869 -0.162 0.020 0.004 0.28
C 4.29787 0.14199 0.92668 0.043 -0.071 -0.027 -0.22
C 4.67138 -1.78708 3.25649 0.083 0.023 -0.072 -0.23
Ge 1.37051 -1.56094 2.05153 0.255 -0.024 0.246 0.66
Si 1.15196 -0.31192 4.08608 0.001 -0.105 -0.130 0.30
C -0.55967 0.31753 4.54555 0.055 0.009 0.036 -0.22
C 2.24386 1.21936 3.95441 -0.053 0.009 0.006 -0.23
C 1.74205 -1.37586 5.53166 0.015 0.118 0.057 -0.23
Si 0.80286 -3.87617 2.10227 0.014 0.112 -0.059 0.28
C -0.95475 -4.26649 2.64037 0.029 -0.026 -0.001 -0.23
C 1.03280 -4.59984 0.38462 -0.070 -0.029 0.019 -0.22
C 1.96696 -4.76431 3.29662 -0.063 -0.079 -0.030 -0.22
H 5.34606 -2.69626 0.20238 0.003 -0.035 -0.017 0.03
H 3.69439 -2.95326 -0.39599 -0.011 0.011 -0.019 -0.02
H 4.29515 -3.86828 1.00562 -0.026 0.007 0.013 0.02
H 5.31739 0.04123 0.54109 0.012 0.034 0.005 0.03
H 4.29579 0.93242 1.67897 -0.034 0.001 0.030 0.01
H 3.64498 0.43550 0.10340 -0.016 -0.015 -0.010 -0.01
H 5.74422 -1.82802 3.03914 0.012 -0.006 0.030 0.03
H 4.39144 -2.72752 3.73589 -0.017 -0.021 -0.030 0.01
H 4.50950 -0.98556 3.97728 -0.009 0.050 0.015 0.00
H -1.13712 0.58696 3.66495 -0.013 0.081 -0.048 -0.01
H -0.44188 1.20582 5.17373 -0.039 0.000 0.027 0.03
H -1.13905 -0.42249 5.10043 -0.003 -0.018 -0.005 0.03
H 1.98049 1.80132 3.06792 -0.032 0.004 0.004 0.02
H 3.30567 0.98456 3.88991 0.043 -0.052 -0.001 0.00
H 2.08670 1.85192 4.83346 0.023 0.015 -0.003 0.03
H 1.07842 -2.23027 5.68065 -0.027 0.002 -0.017 0.02
H 1.73082 -0.77678 6.44854 0.016 -0.040 0.033 0.03
H 2.75320 -1.75522 5.38151 0.001 0.004 -0.004 0.00
H -1.69382 -3.75230 2.02465 0.004 0.004 -0.040 0.02
H -1.15383 -4.00565 3.68173 0.036 0.022 0.014 0.03
H -1.10234 -5.34532 2.52632 -0.063 -0.001 0.031 0.03
H 0.44473 -4.04479 -0.34883 -0.001 -0.001 -0.003 0.01
H 0.70259 -5.64356 0.37662 0.010 -0.010 -0.008 0.03
H 2.06882 -4.56120 0.04865 0.009 0.016 0.039 0.01
H 1.89440 -4.35865 4.30745 -0.012 0.010 0.009 0.01
H 3.00851 -4.69320 2.97848 0.000 0.020 -0.025 0.01
H 1.69460 -5.82446 3.33302 0.042 -0.014 0.037 0.03